{"formula": "C37H49GeHfN2O", "method": "ωB97M-V with the def2-TZVPD basis set", "elements": ["Hf", "C", "N", "C", "C", "C", "N", "C", "C", "H", "H", "H", "H", "H", "H", "H", "H", "H", "H", "H", "H", "H", "H", "H", "H", "C", "Ge", "C", "C", "C", "C", "C", "C", "C", "C", "C", "C", "C", "C", "C", "C", "C", "C", "C", "C", "H", "H", "H", "H", "H", "H", "H", "H", "H", "H", "H", "H", "H", "H", "H", "H", "C", "C", "C", "C", "C", "C", "C", "C", "C", "C", "C", "C", "O", "H", "H", "H", "H", "H", "H", "H", "H", "H", "H", "H", "H", "H", "H", "H", "H", "H"], "xyz": [[0.52237, 0.63459, 0.22802], [4.02118, 0.38712, 1.06668], [3.10164, 1.33611, 0.41785], [3.49442, 1.46723, -0.99743], [3.25155, 2.64893, 1.06802], [2.09384, 3.54710, 0.71676], [0.80581, 2.90045, 1.05019], [0.71448, 2.71899, 2.52268], [-0.26012, 3.84501, 0.65904], [5.06103, 0.70478, 0.92993], [3.88430, -0.60717, 0.65115], [3.80728, 0.34299, 2.13093], [4.48426, 1.93057, -1.08304], [2.78181, 2.08798, -1.54549], [3.54384, 0.48752, -1.46369], [4.19986, 3.11775, 0.77886], [3.28992, 2.49518, 2.14613], [2.08055, 3.78564, -0.34904], [2.18343, 4.49556, 1.25828], [1.02629, 3.63668, 3.03302], [1.35402, 1.89918, 2.86226], [-0.31126, 2.46922, 2.77331], [-0.12774, 4.79013, 1.19643], [-1.22217, 3.40898, 0.90995], [-0.20171, 4.03628, -0.40943], [-1.22819, 0.72328, 1.16429], [-2.49843, 0.69686, -0.31890], [-2.13968, -0.96734, -1.32079], [-2.29736, -1.09643, -2.70307], [-2.04546, -2.30432, -3.33554], [-1.64867, -3.41018, -2.58922], [-1.51568, -3.30834, -1.21272], [-1.75736, -2.09165, -0.58633], [-4.38293, 0.72790, 0.14460], [-5.31134, 1.25818, -0.74945], [-6.66798, 1.21321, -0.46153], [-7.10465, 0.63416, 0.72158], [-6.18588, 0.10191, 1.61537], [-4.82898, 0.15168, 1.32968], [-1.84172, 2.08299, -1.56514], [-2.34756, 3.36736, -1.75461], [-1.64700, 4.30255, -2.50405], [-0.40553, 3.99307, -3.05593], [0.11729, 2.72290, -2.88837], [-0.60673, 1.77732, -2.15776], [-1.76470, 0.34720, 2.03511], [-2.60598, -0.24154, -3.29544], [-2.16109, -2.39010, -4.40780], [-1.45205, -4.35197, -3.08462], [-1.20727, -4.16478, -0.62724], [-1.61807, -2.00605, 0.48606], [-4.98292, 1.69742, -1.68450], [-7.38290, 1.62581, -1.16049], [-8.16154, 0.59564, 0.94714], [-6.52632, -0.35157, 2.53640], [-4.11928, -0.26169, 2.03656], [-3.29421, 3.64521, -1.30884], [-2.06619, 5.28816, -2.65692], [0.12755, 4.73058, -3.63953], [1.04913, 2.44626, -3.36750], [-0.30848, 0.72821, -2.23828], [3.52450, -2.23258, -2.00804], [2.01289, -2.42282, -1.84398], [1.23987, -1.14921, -2.19221], [1.70749, -3.09668, -0.51166], [1.76108, -4.48536, -0.50743], [1.57046, -5.21089, 0.65281], [1.33381, -4.53041, 1.83405], [1.26780, -3.14091, 1.88953], [1.08261, -2.50921, 3.25804], [-0.17203, -1.65569, 3.42306], [2.32318, -1.72795, 3.69187], [1.44524, -2.42781, 0.69465], [1.38135, -1.06440, 0.66864], [3.76551, -1.72986, -2.94764], [4.03083, -3.19686, -2.00140], [3.94055, -1.65243, -1.18375], [1.70107, -3.14907, -2.59979], [1.70907, -0.25015, -1.76283], [0.19477, -1.24505, -1.89713], [1.26140, -0.97843, -3.27126], [1.95425, -5.00339, -1.43997], [1.61223, -6.29108, 0.64055], [1.19609, -5.08855, 2.75182], [0.97707, -3.35148, 3.94654], [-0.06862, -0.69057, 2.92948], [-0.35430, -1.47253, 4.48358], [-1.05239, -2.14982, 3.00832], [2.42984, -0.83227, 3.08079], [3.22878, -2.32542, 3.58555], [2.23489, -1.41788, 4.73426]], "forces_ev_per_angstrom": [[-0.360, 0.800, -0.283], [-0.021, -0.045, -0.021], [0.061, 0.032, 0.008], [0.020, 0.021, -0.001], [-0.026, -0.036, 0.008], [-0.017, -0.007, -0.033], [0.202, 0.093, 0.211], [0.037, -0.035, -0.009], [0.020, -0.025, 0.051], [-0.001, -0.005, -0.015], [-0.012, -0.004, 0.013], [0.012, 0.000, 0.015], [-0.011, 0.007, 0.008], [-0.008, -0.015, -0.012], [0.002, 0.000, 0.007], [-0.018, 0.003, -0.003], [0.017, -0.008, -0.014], [0.006, -0.006, 0.002], [-0.003, -0.010, -0.012], [0.004, -0.008, -0.003], [-0.019, -0.005, -0.003], [0.013, 0.026, 0.014], [0.003, 0.002, 0.007], [-0.015, -0.001, -0.008], [0.011, -0.002, 0.042], [-0.113, -0.658, -0.075], [0.117, -0.376, -0.079], [-0.174, -0.060, -0.001], [-0.007, 0.016, 0.026], [0.020, -0.002, 0.039], [-0.003, 0.011, -0.001], [-0.018, -0.003, -0.002], [0.009, 0.034, -0.060], [0.162, 0.288, -0.071], [-0.008, -0.053, 0.026], [0.001, -0.013, 0.021], [0.030, 0.002, -0.002], [0.005, 0.004, -0.014], [-0.007, 0.039, 0.021], [-0.038, -0.073, -0.005], [0.023, 0.003, -0.006], [-0.020, -0.036, -0.022], [-0.023, 0.014, -0.001], [0.013, 0.003, -0.009], [0.045, -0.027, 0.015], [0.053, 0.222, 0.106], [-0.019, 0.007, -0.023], [-0.005, 0.000, -0.030], [0.003, -0.020, -0.006], [-0.003, -0.013, 0.004], [0.000, -0.015, 0.024], [0.010, 0.021, -0.027], [-0.016, 0.007, -0.013], [-0.022, 0.002, 0.002], [-0.009, -0.008, 0.017], [0.004, -0.013, 0.021], [-0.049, 0.010, 0.001], [-0.014, 0.026, -0.010], [0.017, 0.020, -0.008], [0.007, 0.002, -0.008], [0.025, 0.035, 0.040], [-0.024, -0.032, 0.001], [0.036, -0.015, 0.006], [0.171, -0.106, 0.034], [-0.002, 0.115, -0.019], [-0.003, -0.059, 0.061], [-0.005, 0.022, -0.009], [-0.046, -0.009, -0.027], [0.000, 0.032, 0.040], [0.029, -0.001, 0.026], [0.006, -0.012, -0.018], [-0.050, -0.001, 0.017], [0.065, -0.071, -0.224], [-0.030, 0.059, 0.255], [-0.007, 0.005, -0.015], [0.015, -0.009, 0.001], [-0.003, 0.033, 0.004], [-0.010, 0.013, -0.006], [-0.008, -0.114, -0.002], [-0.029, 0.009, 0.004], [-0.047, 0.003, 0.004], [0.003, 0.002, -0.021], [0.001, -0.017, 0.000], [0.004, -0.006, 0.017], [0.032, -0.006, -0.011], [0.000, -0.041, 0.001], [-0.010, 0.009, 0.007], [-0.007, 0.000, 0.007], [0.001, 0.030, -0.014], [0.021, -0.005, 0.006], [0.000, 0.004, 0.014]], "homo_ev": -9.93, "gap_ev": 7.138, "de_lowest_ev": 0.000, "total_charge": 1, "e_lumo_ev": -2.79}